ORCA calculation (ωB97M-V/def2-TZVPD) on the molecule C3H7O2P in a non-equilibrium geometry.

Each line ends with the Löwdin charge.
Atoms and positions in Å:
C: 0.28 0.22 -0.34  -0.363
C: 1.51 -0.17 0.34  -0.371
C: -1.03 0.78 0.21  -0.428
O: 1.37 1.08 -0.19  0.024
O: 2.39 -1.08 -0.24  0.021
P: -2.55 -0.31 -0.23  0.766
H: 0.07 -0.09 -1.38  0.133
H: 1.44 -0.11 1.52  0.192
H: -1.23 1.79 -0.31  0.096
H: -1.12 1.02 1.25  0.048
H: 3.15 -0.76 -0.77  0.120
H: -2.60 -1.06 0.96  -0.140
H: -1.67 -1.32 -0.81  -0.097

## Properties
Charge   0
SMILES   O[C@H]1O[C@@H]1CP
Relative energy (zero: lowest compared OMol25 entry of this formula, charge and spin)   69.29 kcal/mol
Energy   -16605.683 eV
Highest occupied orbital energy   -9.755 eV

ORCA calculation (ωB97M-V/def2-TZVPD) on the molecule C6H15N3O in a non-equilibrium geometry.

Each line ends with the Löwdin charge.
Atoms and positions in Å:
C: 2.09 0.84 0.26  -0.061
C: 1.30 -0.28 -0.37  -0.358
N: 0.75 -1.56 2.27  0.059
O: 0.14 -0.65 1.37  -0.316
N: 1.94 -1.20 -0.98  0.105
H: 0.36 -1.30 3.18  0.077
H: 0.39 -2.48 2.03  0.076
H: 1.32 -1.93 -1.35  0.027
H: 2.52 1.47 -0.52  0.080
H: 1.47 1.48 0.89  0.067
H: 2.89 0.42 0.87  0.082
C: -0.42 1.52 -1.27  -0.046
C: -2.08 0.53 1.03  -0.044
C: -0.37 0.05 -0.87  -0.450
N: -0.68 -0.75 -2.04  0.056
C: -1.14 -0.40 0.31  -0.161
H: 0.04 -0.63 -2.75  0.086
H: -0.72 -1.74 -1.82  0.068
H: -1.54 -1.41 0.25  0.139
H: 0.36 1.74 -2.01  0.091
H: -1.39 1.77 -1.71  0.087
H: -0.25 2.19 -0.43  0.073
H: -1.63 1.50 1.24  0.082
H: -2.38 0.11 1.99  0.085
H: -2.98 0.70 0.43  0.095

## Properties
Charge   0
SMILES   [H]/N=C(/C)[C@@](C)(N)[C@H](C)ON
Relative energy (zero: lowest compared OMol25 entry of this formula, charge and spin)   111.21 kcal/mol
Energy   -12978.846 eV
Highest occupied orbital energy   -8.381 eV

ORCA calculation (ωB97M-V/def2-TZVPD) on a cluster of 13 separate species, C50H117N8O20 in total in a non-equilibrium geometry.

Each line ends with the Löwdin charge.
Atoms and positions in Å:
C: -14.22 5.53 24.95  -0.011
C: -15.02 6.64 25.45  -0.521
O: -15.11 7.69 24.82  0.015
N: -15.72 6.47 26.64  0.010
H: -15.46 5.61 27.09  0.122
H: -18.95 7.02 24.05  0.107
C: -16.47 7.52 27.34  -0.054
H: -14.35 4.55 25.39  0.066
H: -13.14 5.63 25.10  0.099
H: -14.49 5.32 23.87  0.118
H: -16.44 8.45 26.73  0.092
H: -16.03 7.65 28.32  0.080
H: -17.54 7.27 27.45  0.084
C: -25.53 14.16 22.82  0.046
C: -25.68 12.69 22.23  -0.477
O: -24.80 11.97 21.74  -0.010
N: -26.94 12.26 22.26  0.008
H: -27.59 12.76 22.82  0.132
H: -22.28 13.91 26.42  0.168
C: -27.40 11.01 21.74  -0.053
H: -24.73 14.43 22.23  0.049
H: -25.25 14.02 23.86  0.081
H: -26.51 14.68 22.73  0.095
H: -28.35 11.21 21.28  0.084
H: -27.50 10.20 22.47  0.101
H: -26.67 10.68 21.00  0.081
C: -19.71 0.72 29.57  -0.057
C: -18.79 0.63 28.26  -0.202
C: -18.49 1.79 27.37  -0.162
N: -19.61 2.34 26.61  -0.265
C: -20.33 1.25 25.82  -0.077
C: -19.60 0.67 24.60  -0.147
C: -19.06 1.78 23.66  -0.154
C: -18.22 2.71 24.55  -0.171
C: -19.05 3.40 25.62  -0.068
C: -20.59 3.04 27.47  0.040
H: -19.21 1.43 30.20  0.066
H: -19.68 -0.32 30.01  0.102
H: -20.77 1.07 29.46  0.069
H: -19.18 -0.25 27.69  0.115
H: -17.85 0.25 28.49  0.096
H: -17.81 1.51 26.64  0.094
H: -18.01 2.51 28.02  0.149
H: -20.55 0.41 26.52  0.138
H: -21.21 1.79 25.47  0.139
H: -18.82 0.06 24.99  0.103
H: -20.25 0.04 23.98  0.134
H: -18.57 1.33 22.83  0.108
H: -19.95 2.33 23.22  0.135
H: -17.37 2.14 24.99  0.120
H: -17.64 3.47 24.02  0.116
H: -18.40 4.05 26.26  0.145
H: -19.95 3.95 25.25  0.132
H: -21.45 3.26 26.87  0.116
H: -20.04 3.91 27.75  0.114
H: -20.88 2.49 28.31  0.062
C: -14.66 4.04 17.07  -0.071
C: -15.36 4.38 15.66  -0.165
C: -14.40 4.16 14.42  -0.104
N: -15.23 3.92 13.17  -0.285
C: -14.23 3.79 12.07  -0.129
C: -14.85 3.62 10.69  -0.154
C: -15.82 4.80 10.51  -0.172
C: -16.90 4.75 11.63  -0.118
C: -16.16 5.06 12.94  -0.101
C: -15.93 2.62 13.31  0.041
H: -14.36 3.00 17.15  0.063
H: -15.28 4.38 17.90  0.065
H: -13.74 4.65 17.15  0.069
H: -15.52 5.48 15.67  0.114
H: -16.29 3.83 15.59  0.069
H: -13.73 3.32 14.52  0.126
H: -13.77 4.99 14.17  0.119
H: -13.64 4.74 12.00  0.153
H: -13.50 3.01 12.35  0.149
H: -14.08 3.58 9.95  0.116
H: -15.49 2.73 10.51  0.121
H: -15.30 5.78 10.52  0.133
H: -16.28 4.81 9.57  0.093
H: -17.55 5.58 11.46  0.111
H: -17.52 3.85 11.65  0.126
H: -15.62 5.96 12.86  0.125
H: -16.72 5.20 13.80  0.096
H: -15.26 2.09 13.96  0.109
H: -15.98 2.18 12.31  0.106
H: -16.89 2.77 13.82  0.077
C: -21.24 4.88 19.73  -0.093
C: -21.99 4.53 18.46  -0.215
C: -22.55 3.14 18.14  -0.119
N: -23.36 3.06 16.89  -0.255
C: -23.68 1.66 16.61  -0.143
C: -24.71 1.15 17.59  -0.191
C: -26.00 1.94 17.60  -0.169
C: -25.61 3.38 17.88  -0.184
C: -24.69 3.86 16.84  -0.085
C: -22.46 3.60 15.74  0.041
H: -21.92 4.88 20.63  0.079
H: -20.94 5.94 19.66  0.085
H: -20.31 4.39 19.95  0.068
H: -21.25 4.79 17.70  0.105
H: -22.83 5.23 18.32  0.097
H: -23.20 2.74 18.92  0.118
H: -21.77 2.36 18.03  0.137
H: -22.71 1.14 16.50  0.155
H: -24.14 1.58 15.63  0.143
H: -24.33 1.00 18.62  0.124
H: -24.87 0.10 17.28  0.135
H: -26.59 1.49 18.42  0.131
H: -26.44 1.86 16.57  0.141
H: -25.25 3.36 18.89  0.117
H: -26.43 4.10 17.92  0.130
H: -24.39 4.89 16.99  0.117
H: -24.98 3.76 15.82  0.138
H: -21.45 3.14 15.84  0.094
H: -22.37 4.66 15.85  0.095
H: -22.87 3.33 14.81  0.093
C: -22.15 13.46 15.42  -0.050
C: -22.29 14.91 15.54  -0.300
C: -23.54 15.58 14.87  -0.182
O: -23.68 16.91 15.31  -0.192
C: -24.71 17.58 14.58  -0.064
N: -22.30 15.36 17.01  0.228
H: -22.70 16.29 17.01  0.142
H: -22.86 14.77 17.64  0.135
H: -21.37 15.41 17.41  0.147
H: -21.52 13.01 16.21  0.095
H: -21.74 13.22 14.44  0.099
H: -23.15 12.99 15.45  0.102
H: -21.38 15.34 15.11  0.156
H: -24.42 14.99 15.19  0.139
H: -23.43 15.47 13.76  0.158
H: -25.57 16.95 14.53  0.084
H: -24.43 17.83 13.55  0.107
H: -25.02 18.46 15.06  0.083
C: -21.90 9.17 24.25  0.006
C: -21.98 9.31 22.67  -0.290
C: -23.05 8.37 22.24  -0.193
O: -23.34 8.47 20.85  -0.165
C: -24.24 7.51 20.42  -0.130
N: -22.23 10.73 22.28  0.221
H: -23.21 10.96 22.24  0.091
H: -21.80 11.43 22.94  0.155
H: -21.99 11.02 21.27  0.113
H: -22.85 9.55 24.64  0.091
H: -21.17 9.75 24.75  0.068
H: -21.70 8.18 24.50  0.046
H: -21.02 8.98 22.22  0.132
H: -23.99 8.63 22.79  0.150
H: -22.84 7.36 22.49  0.110
H: -24.12 6.49 20.78  0.088
H: -24.20 7.45 19.33  0.082
H: -25.29 7.82 20.66  0.097
C: -17.57 13.16 19.73  -0.059
C: -17.89 11.73 19.75  -0.360
C: -16.74 10.75 20.01  -0.190
O: -17.37 9.52 19.99  -0.221
C: -16.64 8.39 20.51  -0.040
N: -19.03 11.50 20.67  0.198
H: -18.87 10.62 21.22  0.121
H: -19.01 12.28 21.30  0.138
H: -20.04 11.23 20.30  0.153
H: -17.25 13.59 18.75  0.099
H: -16.72 13.51 20.41  0.120
H: -18.49 13.79 19.91  0.097
H: -18.29 11.38 18.80  0.152
H: -16.29 10.87 21.03  0.153
H: -16.06 10.85 19.12  0.156
H: -17.44 7.86 21.07  0.092
H: -16.03 8.70 21.32  0.069
H: -16.15 7.85 19.66  0.110
O: -23.29 12.94 19.08  0.075
C: -21.94 12.67 19.14  -0.740
O: -21.58 11.60 19.72  -0.070
O: -21.27 13.58 18.70  0.016
H: -23.72 12.48 19.80  0.058
O: -17.07 9.58 23.84  0.156
C: -18.09 8.84 23.55  -0.709
O: -18.96 9.25 22.79  0.034
O: -18.10 7.66 24.12  0.094
H: -16.52 9.01 24.42  0.093
O: -18.60 1.15 15.00  0.005
C: -18.88 2.45 15.62  -0.797
O: -18.29 3.32 15.12  0.017
O: -19.64 2.45 16.64  -0.078
H: -19.10 0.53 15.52  0.069
O: -20.22 4.91 22.65  0.048
C: -20.91 5.53 23.67  -0.759
O: -20.19 6.22 24.45  -0.057
O: -22.13 5.22 23.81  -0.020
H: -19.31 4.83 22.91  0.079
O: -21.28 15.25 25.27  0.123
C: -21.58 14.02 24.75  -0.648
O: -21.33 13.69 23.62  0.104
O: -22.16 13.27 25.67  0.151
H: -20.96 15.80 24.54  0.134

## Properties
Charge   +3
Energy   -106599.261 eV
Highest occupied orbital energy   -12.840 eV